(1)
Molecular formula: C41H49BrN6O4PtSTe
Method: DFT, wB97M-V/def2-TZVPD

Results
Orbital gap (alpha / beta) in eV: 6.37 / 5.10
Multiplicity: 2
Charge: +1
⟨S²⟩: 0.756
Largest force on an atom in eV/Å: 2.48
LUMO energy (alpha / beta) in eV: -2.960 / -4.229

The geometry in XYZ format:
```
104
C41H49BrN6O4PtSTe (wB97M-V/def2-TZVPD)
Pt -0.148 0.638 0.984
N -2.115 1.167 2.490
C -1.878 0.664 3.846
C -2.461 1.556 4.959
C -2.097 3.054 4.937
C -1.020 3.445 5.960
N 0.246 2.821 5.633
C 1.008 3.149 4.596
N 0.940 4.366 4.038
N 1.901 2.268 4.153
C -0.379 0.260 4.046
O 0.083 0.272 5.194
O 0.278 -0.109 3.045
H -2.349 2.154 2.497
H -2.879 0.675 2.038
H -2.390 -0.302 3.940
H -2.156 1.114 5.909
H -3.549 1.472 4.896
H -2.992 3.641 5.155
H -1.742 3.360 3.947
H -1.303 3.094 6.954
H -0.924 4.534 6.002
H 0.243 1.802 5.830
H 0.424 5.099 4.493
H 1.526 4.623 3.256
H 1.793 1.299 4.434
H 2.447 2.458 3.326
Br 5.249 3.699 1.116
C 3.344 3.662 1.009
C 2.591 4.865 0.952
C 1.250 4.793 0.857
C 0.569 3.469 0.661
N 1.371 2.335 1.017
C 2.684 2.453 1.082
H 3.095 5.817 1.019
H 0.623 5.667 0.815
H -0.375 3.408 1.244
H 3.248 1.537 1.216
C 2.804 -1.769 1.834
S 2.443 -0.754 0.354
O 1.291 -1.481 -0.281
C 3.872 -1.319 -0.614
C 5.125 -0.797 -0.336
C 6.214 -1.220 -1.079
C 6.043 -2.148 -2.094
C 4.783 -2.650 -2.377
C 3.689 -2.227 -1.639
H 2.775 -2.816 1.554
H 2.034 -1.542 2.566
H 3.783 -1.500 2.213
H 5.254 -0.070 0.453
H 7.195 -0.824 -0.863
H 6.896 -2.471 -2.672
H 4.653 -3.371 -3.169
H 2.698 -2.600 -1.855
C 0.399 -6.891 -4.495
C 0.051 -5.573 -3.879
C 0.030 -5.407 -2.502
C -0.253 -4.185 -1.914
C -0.264 -4.102 -0.420
C -0.518 -3.068 -2.720
Te -0.669 -1.037 -1.943
N -0.761 1.291 -0.880
C -0.540 2.457 -1.305
O 0.192 3.452 -0.724
C -1.119 2.974 -2.571
C -1.639 2.092 -3.510
C -2.243 2.561 -4.659
C -2.351 3.927 -4.866
C -1.835 4.815 -3.938
C -1.211 4.347 -2.797
C -2.215 -1.520 -0.582
C -1.939 -1.630 0.771
C -2.943 -1.997 1.655
C -4.223 -2.231 1.182
C -4.493 -2.113 -0.170
C -3.496 -1.761 -1.074
C -3.792 -1.653 -2.536
C -0.552 -3.237 -4.112
C -0.950 -2.142 -5.058
C -0.275 -4.479 -4.666
H 0.839 -7.561 -3.760
H 1.103 -6.758 -5.314
H -0.495 -7.366 -4.900
H 0.249 -6.250 -1.863
H 0.203 -4.986 0.008
H -1.290 -4.047 -0.053
H 0.270 -3.218 -0.088
H -1.565 1.026 -3.315
H -2.636 1.868 -5.387
H -2.842 4.295 -5.751
H -1.926 5.878 -4.105
H -0.800 5.039 -2.077
H -0.918 -1.500 1.131
H -2.716 -2.126 2.704
H -5.010 -2.517 1.865
H -5.491 -2.305 -0.534
H -4.852 -1.795 -2.732
H -3.235 -2.412 -3.088
H -3.495 -0.671 -2.908
H -0.987 -1.170 -4.563
H -1.941 -2.357 -5.463
H -0.255 -2.089 -5.893
H -0.312 -4.586 -5.740
```

(2)
Molecular formula: C16H23O9S
Method: DFT, wB97M-V/def2-TZVPD

Results
Orbital gap in eV: 4.80
Multiplicity: 1
Charge: -1
Largest force on an atom in eV/Å: 1.44
LUMO energy in eV: -0.020

The geometry in XYZ format:
```
49
C16H23O9S (wB97M-V/def2-TZVPD)
C -3.550 1.452 -3.663
C -2.768 1.060 -2.420
O -3.322 0.985 -1.344
O -1.442 0.859 -2.630
C -0.981 -0.451 -2.310
C -0.892 -0.701 -0.796
C -0.115 0.455 -0.181
C -0.111 0.479 1.357
C 0.519 1.822 1.835
C -0.537 2.852 2.259
C -1.332 3.431 1.073
C -0.563 4.528 0.305
S -0.504 4.294 -1.479
O -1.870 3.934 -1.862
O 0.451 3.240 -1.783
O -0.140 5.593 -1.977
H -3.705 0.594 -4.319
H -4.482 1.912 -3.343
H -2.967 2.243 -4.146
H -1.511 -1.252 -2.842
H 0.049 -0.494 -2.676
H -1.893 -0.810 -0.370
H -0.389 -1.671 -0.651
H -0.447 1.428 -0.534
H 0.927 0.355 -0.513
H 0.545 -0.336 1.696
H -1.098 0.304 1.798
H 1.141 2.177 1.007
H 1.182 1.583 2.676
H -1.232 2.374 2.958
H -0.011 3.681 2.747
H -1.706 2.660 0.396
H -2.224 3.906 1.494
H 0.456 4.681 0.672
H -1.079 5.476 0.462
C 3.907 -4.949 1.104
C 3.400 -4.189 0.125
C 1.998 -3.653 0.187
O 1.605 -2.956 -0.726
C 1.178 -4.002 1.339
C 1.685 -4.764 2.315
C 3.095 -5.278 2.265
O 3.499 -5.952 3.195
O 0.979 -5.115 3.389
O 4.097 -3.859 -0.958
H 4.914 -5.338 1.072
H 0.165 -3.624 1.365
H 1.579 -5.659 3.933
H 3.501 -3.306 -1.500
```

(3)
Molecular formula: C2H2NO3S
Method: DFT, wB97M-V/def2-TZVPD

Results
Orbital gap in eV: 7.55
Multiplicity: 1
Charge: -1
Largest force on an atom in eV/Å: 2.84
LUMO energy in eV: 3.759

The geometry in XYZ format:
```
9
C2H2NO3S (wB97M-V/def2-TZVPD)
C 1.204 0.436 0.044
C -0.010 -0.484 0.173
N -1.316 0.174 -0.206
O 1.152 1.570 0.501
O -1.903 0.909 0.579
O -1.700 -0.098 -1.360
S 2.491 -0.468 -0.569
H 0.063 -0.565 1.194
H 0.019 -1.472 -0.357
```

(4)
Molecular formula: C13H15PSe2Ti
Method: DFT, wB97M-V/def2-TZVPD

Results
Orbital gap in eV: 6.18
Multiplicity: 1
Charge: +2
Largest force on an atom in eV/Å: 4.94
LUMO energy in eV: -9.779

The geometry in XYZ format:
```
32
C13H15PSe2Ti (wB97M-V/def2-TZVPD)
Ti 0.092 0.016 -2.986
C 0.008 0.578 -4.957
H 0.996 0.394 -5.400
H -0.655 -0.237 -5.304
H -0.430 1.496 -5.328
H -0.558 -1.580 -3.069
H -0.453 -1.522 -2.263
Se 2.032 -0.401 -1.813
P -0.031 0.181 -0.518
Se -1.726 0.945 -1.840
C -0.536 -1.224 0.480
C -0.693 -1.070 1.865
C -1.017 -2.179 2.638
C -1.220 -3.427 2.063
C -1.096 -3.566 0.681
C -0.760 -2.475 -0.107
C 0.533 1.443 0.566
C 1.707 1.208 1.282
C 2.092 2.133 2.246
C 1.330 3.284 2.476
C 0.195 3.519 1.701
C -0.217 2.613 0.730
H -0.563 -0.086 2.308
H -1.108 -2.057 3.708
H -1.442 -4.297 2.676
H -1.263 -4.535 0.219
H -0.674 -2.615 -1.181
H 2.309 0.326 1.055
H 2.991 1.954 2.825
H 1.635 3.983 3.262
H -0.375 4.426 1.878
H -1.103 2.772 0.106
```

(5)
Molecular formula: C4H12NS
Method: DFT, wB97M-V/def2-TZVPD

Results
Orbital gap in eV: 9.29
Multiplicity: 1
Charge: +1
Largest force on an atom in eV/Å: 4.38
LUMO energy in eV: -3.640

The geometry in XYZ format:
```
18
C4H12NS (wB97M-V/def2-TZVPD)
C 0.420 -1.236 -1.160
C 0.921 0.270 -0.913
C -0.186 1.079 -0.227
S -0.955 0.410 1.280
C 0.295 0.993 2.518
N -1.149 -1.415 -1.052
H 0.877 -1.909 -0.444
H 0.642 -1.575 -2.185
H 1.731 0.293 -0.178
H 1.229 0.777 -1.753
H 0.232 2.038 -0.087
H -0.963 1.379 -0.911
H 1.275 0.817 2.120
H 0.133 2.025 2.694
H 0.202 0.341 3.471
H -1.687 -0.669 -1.733
H -1.518 -1.237 -0.060
H -1.500 -2.380 -1.380
```

(6)
Molecular formula: C30H59INO10P2
Method: DFT, wB97M-V/def2-TZVPD

Results
Orbital gap in eV: 6.60
Multiplicity: 1
Charge: +1
Largest force on an atom in eV/Å: 4.86
LUMO energy in eV: -4.151

The geometry in XYZ format:
```
103
C30H59INO10P2 (wB97M-V/def2-TZVPD)
C -0.534 4.556 6.676
C 0.556 4.008 5.617
O 0.360 4.496 4.260
P -0.605 3.395 3.340
O -1.606 2.768 4.305
C 0.417 2.300 2.259
C 0.511 0.747 2.540
C -0.680 0.013 3.267
C -0.280 -0.863 4.511
C -1.368 -1.617 5.296
C -1.065 -2.578 6.557
C 0.254 -2.177 7.377
N -2.736 -1.471 4.901
C -3.182 -0.675 3.758
C -4.748 -0.638 3.505
C -5.295 -1.897 2.651
O -5.970 -1.841 1.618
I -4.859 -3.916 3.432
C -2.211 0.089 2.856
P -2.575 1.118 1.332
C -4.380 1.275 0.858
C -1.842 0.059 -0.108
C -0.722 0.899 -0.953
O -1.510 4.419 2.285
C -2.438 5.242 3.038
C -3.984 4.852 2.743
H -0.094 4.670 7.720
H -1.325 3.714 6.758
H -1.102 5.470 6.295
H 1.569 4.441 5.968
H 0.661 2.873 5.608
H 0.069 2.448 1.165
H 1.498 2.718 2.258
H 0.667 0.213 1.524
H 1.492 0.544 3.117
H 0.824 -0.935 4.816
H -1.981 -2.606 7.258
H -0.934 -3.645 6.132
H -0.053 -1.355 8.123
H 0.570 -3.113 7.975
H 1.110 -1.852 6.692
H -3.449 -1.975 5.452
H -5.181 0.363 3.191
H -5.219 -0.821 4.552
H -4.857 2.159 1.426
H -5.038 0.358 1.000
H -4.456 1.551 -0.264
H -1.464 -0.957 0.244
H -2.676 -0.155 -0.881
H -0.864 2.037 -0.810
H 0.297 0.543 -0.579
H -0.802 0.643 -2.071
H -2.324 6.323 2.643
H -2.205 5.290 4.158
H -4.592 5.791 2.490
H -4.019 4.190 1.798
H -4.483 4.350 3.635
C -0.727 -0.797 -9.132
O -0.285 -1.293 -7.881
C 0.222 -0.258 -7.045
C 0.249 -0.717 -5.592
O -1.025 -0.612 -4.952
C -1.987 -1.602 -5.322
C -1.694 -2.970 -4.721
O -0.713 -3.654 -5.492
C -0.152 -4.748 -4.792
H 0.094 -0.306 -9.666
H -1.083 -1.640 -9.726
H -1.559 -0.099 -8.992
H -0.396 0.642 -7.135
H 1.243 -0.033 -7.377
H 0.906 -0.040 -5.037
H 0.662 -1.721 -5.486
H -2.106 -1.651 -6.406
H -2.937 -1.248 -4.911
H -2.607 -3.578 -4.726
H -1.344 -2.850 -3.687
H 0.367 -4.398 -3.893
H 0.577 -5.232 -5.444
H -0.926 -5.473 -4.523
C 8.104 -1.275 -2.084
O 6.761 -0.893 -1.844
C 6.509 0.451 -2.244
C 5.012 0.680 -2.413
O 4.516 0.212 -3.668
C 4.385 -1.206 -3.794
C 3.203 -1.766 -3.016
O 3.541 -1.934 -1.643
C 2.394 -2.101 -0.836
H 8.795 -0.626 -1.535
H 8.232 -2.303 -1.738
H 8.323 -1.242 -3.156
H 7.023 0.671 -3.186
H 6.894 1.109 -1.456
H 4.835 1.759 -2.419
H 4.437 0.266 -1.583
H 5.318 -1.712 -3.539
H 4.204 -1.384 -4.858
H 2.931 -2.750 -3.416
H 2.345 -1.088 -3.110
H 1.762 -1.207 -0.885
H 2.719 -2.238 0.197
H 1.826 -2.983 -1.150
```

(7)
Molecular formula: C23H32N2O6
Method: DFT, wB97M-V/def2-TZVPD

Results
Orbital gap in eV: 9.31
Multiplicity: 1
Largest force on an atom in eV/Å: 0.74
LUMO energy in eV: 0.700

The geometry in XYZ format:
```
63
C23H32N2O6 (wB97M-V/def2-TZVPD)
C -9.506 -2.180 0.129
C -8.881 -0.890 0.639
H -9.618 -0.085 0.686
H -8.437 -1.049 1.627
O -7.869 -0.412 -0.251
C -6.649 -0.942 -0.130
O -6.358 -1.779 0.684
C -5.704 -0.354 -1.167
C -4.296 -0.940 -1.030
H -4.352 -2.028 -0.981
H -3.708 -0.659 -1.905
C -3.611 -0.422 0.237
N -3.617 1.021 0.261
C -2.533 1.828 0.292
O -2.627 3.041 0.375
C -1.197 1.158 0.221
C -0.767 0.524 -0.942
C 0.498 -0.015 -1.016
C 1.372 0.065 0.072
C 0.949 0.710 1.229
C -0.321 1.256 1.292
H -0.639 1.767 2.188
H 1.595 0.801 2.089
O 2.582 -0.526 -0.117
C 3.586 -0.445 0.882
C 4.263 0.932 0.888
C 5.000 1.160 -0.431
N 5.959 0.099 -0.663
C 7.276 0.381 -0.669
O 7.704 1.515 -0.546
C 8.242 -0.794 -0.873
O 8.115 -1.824 0.084
C 8.530 -1.432 1.370
H 8.382 -2.293 2.018
H 9.589 -1.149 1.372
H 7.945 -0.583 1.742
H 9.257 -0.374 -0.857
H 8.066 -1.255 -1.850
C 5.345 -1.205 -0.751
H 6.092 -1.969 -0.950
C 4.617 -1.529 0.555
H 4.112 -2.490 0.457
H 5.338 -1.594 1.371
H 4.614 -1.187 -1.567
H 5.543 2.106 -0.414
H 4.279 1.169 -1.255
H 3.521 1.720 1.022
H 4.969 0.975 1.719
H 3.147 -0.656 1.869
H 0.841 -0.508 -1.912
H -1.423 0.466 -1.798
C -4.945 1.593 0.228
C -5.655 1.176 -1.058
H -6.665 1.585 -1.076
H -5.104 1.575 -1.912
H -4.838 2.678 0.282
H -5.511 1.243 1.101
H -2.586 -0.789 0.293
H -4.161 -0.791 1.110
H -6.123 -0.624 -2.143
H -9.904 -2.035 -0.872
H -10.311 -2.481 0.792
H -8.758 -2.969 0.102
```

(8)
Molecular formula: C3H5N
Method: DFT, wB97M-V/def2-TZVPD

Results
Orbital gap (alpha / beta) in eV: 10.33 / 7.70
Multiplicity: 1
Largest force on an atom in eV/Å: 0.62
LUMO energy (alpha / beta) in eV: 0.037 / -0.247

The geometry in XYZ format:
```
9
C3H5N (wB97M-V/def2-TZVPD)
C 0.116 -1.124 -0.663
C 0.362 -0.421 0.646
C -0.703 0.463 0.043
N -0.775 -0.241 -1.108
H 0.438 -2.041 -1.118
H 0.098 -0.960 1.558
H 1.344 0.037 0.762
H -1.308 1.285 0.372
H 0.429 3.001 -0.493
```

(9)
Molecular formula: C31H54AsCdNO4STe
Method: DFT, wB97M-V/def2-TZVPD

Results
Orbital gap in eV: 7.67
Multiplicity: 1
Largest force on an atom in eV/Å: 0.11
LUMO energy in eV: 0.413

The geometry in XYZ format:
```
94
C31H54AsCdNO4STe (wB97M-V/def2-TZVPD)
Cd 0.208 0.636 -0.321
C -1.090 -2.812 -1.311
C -1.190 -2.214 0.071
C -2.005 -1.098 0.314
C -2.965 -0.574 -0.731
C -2.053 -0.540 1.606
C -3.031 0.570 1.900
C -1.265 -1.071 2.630
C -1.364 -0.509 4.028
C -0.434 -2.170 2.372
C 0.484 -2.688 3.452
C -0.454 -2.782 1.117
C 0.306 -4.064 0.884
H -1.876 -3.549 -1.501
H -0.128 -3.297 -1.453
H -1.165 -2.042 -2.077
H -2.806 0.489 -0.936
H -3.994 -0.675 -0.378
H -2.888 -1.115 -1.670
H -4.005 0.150 2.176
H -3.184 1.217 1.038
H -2.697 1.202 2.718
H -0.753 0.390 4.151
H -1.042 -1.234 4.771
H -2.390 -0.232 4.269
H -0.022 -3.398 4.113
H 0.855 -1.868 4.065
H 1.356 -3.171 3.021
H -0.224 -4.710 0.186
H 0.426 -4.622 1.810
H 1.303 -3.865 0.486
C 4.098 -0.568 -0.390
S 2.584 -0.972 0.427
O 1.597 -1.202 -0.664
O 2.845 -2.123 1.249
O 2.150 0.241 1.153
H 4.414 -1.446 -0.948
H 4.836 -0.320 0.370
H 3.914 0.271 -1.057
C 3.192 4.864 0.500
N 2.948 4.055 -0.676
C 2.577 4.744 -1.896
C 2.725 2.742 -0.561
O 2.328 2.016 -1.474
H 4.024 5.547 0.322
H 3.443 4.218 1.340
H 2.302 5.442 0.759
H 3.196 5.634 -2.007
H 1.524 5.040 -1.862
H 2.735 4.085 -2.747
H 2.936 2.335 0.436
C -3.011 3.931 5.993
C -2.459 3.760 4.604
C -1.183 3.265 4.390
C -0.656 3.102 3.109
C 0.727 2.536 2.968
C -1.443 3.441 2.005
Te -0.737 3.188 0.020
C -2.732 3.962 2.197
C -3.622 4.351 1.047
C -3.214 4.111 3.491
H -2.332 3.521 6.739
H -3.974 3.429 6.098
H -3.167 4.987 6.225
H -0.571 2.991 5.244
H 1.230 2.499 3.935
H 1.325 3.139 2.282
H 0.713 1.524 2.556
H -3.809 3.500 0.389
H -3.162 5.125 0.430
H -4.577 4.726 1.414
H -4.214 4.510 3.633
C -2.807 0.760 -4.205
C -1.522 -0.058 -4.267
As -0.099 0.633 -3.100
C -0.092 2.510 -3.658
C 0.088 2.759 -5.150
C 1.472 -0.098 -4.000
C 1.498 -1.623 -3.953
H -3.591 0.287 -4.798
H -2.660 1.767 -4.597
H -3.176 0.856 -3.184
H -1.121 -0.080 -5.284
H -1.711 -1.094 -3.981
H 0.708 2.972 -3.081
H -1.029 2.934 -3.293
H 1.078 2.455 -5.490
H -0.024 3.821 -5.375
H -0.649 2.221 -5.750
H 2.336 0.328 -3.488
H 1.471 0.260 -5.031
H 1.500 -1.981 -2.924
H 2.394 -2.004 -4.447
H 0.636 -2.054 -4.467
```

(10)
Molecular formula: C3H5N3O
Method: DFT, wB97M-V/def2-TZVPD

Results
Orbital gap in eV: 10.61
Multiplicity: 1
Largest force on an atom in eV/Å: 0.57
LUMO energy in eV: 0.715

The geometry in XYZ format:
```
12
C3H5N3O (wB97M-V/def2-TZVPD)
O -2.512 0.953 0.260
C -1.571 -0.077 0.366
C -0.393 0.126 -0.518
N 0.177 0.861 -1.334
N 2.263 0.553 0.445
C 1.868 -0.516 -0.099
N 0.734 -0.604 -0.964
H -2.823 0.991 -0.654
H -1.981 -1.072 0.134
H -1.223 -0.100 1.404
H 3.114 0.384 0.979
H 2.347 -1.499 -0.017
```

(11)
Molecular formula: C3HINS
Method: DFT, wB97M-V/def2-TZVPD

Results
Orbital gap in eV: 7.08
Multiplicity: 1
Charge: +1
Largest force on an atom in eV/Å: 2.26
LUMO energy in eV: -6.929

The geometry in XYZ format:
```
7
C3HINS (wB97M-V/def2-TZVPD)
C 1.009 -1.080 2.228
C 0.287 -0.390 0.071
C 1.129 -1.347 -0.276
N 0.343 -0.469 1.430
S 1.830 -1.968 3.207
I 1.844 -3.176 -0.251
H -0.186 0.572 -0.205
```